5 unconnected molecules or ions with the total composition C24H43O14PS at a distorted geometry, computed with ωB97M-V/def2-TZVPD.

XYZ file:
```
83
Properties=species:S:1:pos:R:3:lowdin_charge:R:1
C -0.8894 -4.1540 -0.8955 -0.117
C -0.7319 -2.9829 -2.0000 -0.215
C -1.7366 -1.7434 -1.7160 -0.200
O -3.0878 -2.2315 -1.5346 -0.166
C -4.0341 -1.6128 -2.4202 -0.131
C -5.3223 -1.2510 -1.5219 0.007
C -6.4734 -2.0255 -1.2219 -0.121
P -6.8864 -3.7574 -1.8368 0.312
O -6.7665 -3.7075 -3.5532 -0.245
O -8.5421 -4.0234 -1.4867 -0.247
S -5.7688 -5.1550 -1.1058 0.294
C -7.3821 -1.1531 -0.2448 -0.320
O -8.5753 -1.2446 0.0727 0.121
O -6.5250 -0.1450 0.3046 0.098
C -5.5987 0.1156 -0.7446 -0.298
O -5.0452 1.1625 -1.1085 0.131
H -1.7550 -4.8294 -1.2306 0.072
H -1.1449 -3.6182 0.0937 0.081
H 0.0893 -4.7443 -0.7528 0.076
H 0.3443 -2.5840 -1.8911 0.084
H -0.8546 -3.3751 -3.0688 0.109
H -1.5922 -1.0091 -2.5742 0.113
H -1.3441 -1.2561 -0.7470 0.134
H -3.6747 -0.6622 -2.9331 0.135
H -4.2869 -2.3755 -3.2434 0.135
H -6.5630 -2.7658 -3.7915 0.066
H -8.6953 -3.7619 -0.5486 0.066
O 1.5691 -1.0804 -0.7691 0.074
C 1.5649 -0.0357 -1.3850 -0.513
O 0.9796 0.0314 -2.5939 -0.019
C 0.7455 1.2571 -3.3074 -0.228
C 1.9612 1.6508 -4.1181 -0.070
C 2.2883 1.1712 -0.8581 0.029
H 0.4132 2.0477 -2.6327 0.100
H -0.0899 1.0603 -3.9851 0.123
H 2.8245 1.8442 -3.4782 0.073
H 1.7578 2.5493 -4.7028 0.068
H 2.2455 0.8435 -4.7987 0.083
H 3.3401 1.1117 -1.1429 0.102
H 2.2117 1.1718 0.2313 0.077
H 1.8683 2.1177 -1.1931 0.075
O 1.0010 4.3815 -3.1018 0.092
C 0.9968 5.4246 -3.7147 -0.508
O 0.4092 5.4937 -4.9230 0.001
C 0.1736 6.7168 -5.6371 -0.230
C 1.3867 7.1127 -6.4517 -0.067
C 1.7229 6.6298 -3.1864 0.014
H -0.1585 7.5083 -4.9613 0.115
H -0.6632 6.5174 -6.3113 0.124
H 2.2515 7.3088 -5.8146 0.068
H 1.1792 8.0110 -7.0373 0.083
H 1.6703 6.3060 -7.1321 0.085
H 2.7739 6.5693 -3.4731 0.100
H 1.6478 6.6274 -2.0972 0.097
H 1.3037 7.5772 -3.5189 0.071
O 2.7172 3.4590 2.6168 0.091
C 2.5403 2.5055 3.3407 -0.527
O 2.4457 1.2700 2.8173 -0.018
C 2.4385 0.0603 3.5924 -0.224
C 1.0400 -0.2753 4.0632 -0.054
C 2.3303 2.6891 4.8179 0.008
H 3.1593 0.1148 4.4118 0.113
H 2.7916 -0.7299 2.9245 0.124
H 0.6431 0.4973 4.7249 0.072
H 1.0340 -1.2257 4.6008 0.069
H 0.3565 -0.3464 3.2131 0.085
H 1.2790 2.9128 5.0054 0.098
H 2.9408 3.5309 5.1508 0.092
H 2.6378 1.8339 5.4161 0.071
O 1.5618 -2.3071 7.3640 0.098
C 2.3704 -3.1327 7.0087 -0.526
O 2.9439 -3.0356 5.7944 -0.018
C 4.0523 -3.8359 5.3554 -0.230
C 3.5769 -5.1521 4.7780 -0.065
C 2.6804 -4.3263 7.8684 0.009
H 4.7849 -3.9651 6.1556 0.114
H 4.5510 -3.2592 4.5720 0.122
H 3.0599 -5.7555 5.5269 0.068
H 4.4204 -5.7292 4.3927 0.083
H 2.8674 -4.9791 3.9650 0.087
H 1.9384 -5.1043 7.6826 0.099
H 2.6251 -4.0208 8.9150 0.094
H 3.6809 -4.7277 7.7204 0.070
```

Its spin multiplicity is 1. The energy above the lowest of the compared OMol25 structures with the same formula, charge and spin comes out at 9.7 kcal/mol. Its net charge is 0. The LUMO energy is -1.39 eV. The value obtained for the HOMO-LUMO gap is 7.817 eV. As for the SMILES: CCCOCC1=C(P(O)(O)=S)C(=O)OC1=O.CCOC(C)=O.CCOC(C)=O.CCOC(C)=O.CCOC(C)=O.

A molecular structure, C26H40NO6P2RhS at a distorted geometry, computed with ωB97M-V/def2-TZVPD.

XYZ file:
```
77
Properties=species:S:1:pos:R:3:lowdin_charge:R:1
Rh -1.2066 -0.7525 -1.8240 1.175
C 4.5973 1.0539 -0.2436 -0.029
C 3.7687 1.5000 -1.4247 -0.371
C 3.1165 2.8498 -1.2329 -0.027
O 2.7014 0.5355 -1.7863 -0.158
P 1.9283 -0.5449 -0.9811 0.467
O 0.8886 -1.1504 -1.8884 -0.343
C 1.1407 0.2545 0.4333 -0.195
P -0.2623 -0.5981 1.1697 0.505
O -1.1885 -1.2369 0.1528 -0.345
O -1.1051 0.4493 1.9546 -0.165
C -0.5935 1.2220 3.1134 -0.407
C -0.4528 2.6608 2.6749 -0.023
C -1.5799 1.0198 4.2381 -0.022
O 0.3933 -1.6142 2.1412 -0.161
C -0.3803 -2.6633 2.8632 -0.397
C 0.2214 -2.7524 4.2433 -0.024
C -0.2866 -3.9422 2.0663 -0.028
O 2.8702 -1.6050 -0.3474 -0.172
C 3.4352 -2.7320 -1.1546 -0.390
C 2.6159 -3.9579 -0.8342 -0.032
C 4.8932 -2.8536 -0.7855 -0.029
H 5.4115 1.7674 -0.1156 0.106
H 5.0324 0.0709 -0.3923 0.068
H 4.0233 1.0484 0.6854 0.082
H 4.3853 1.5077 -2.3222 0.153
H 2.5149 2.8753 -0.3217 0.077
H 2.4863 3.1043 -2.0837 0.079
H 3.8874 3.6144 -1.1403 0.102
H 0.7713 1.2224 0.0815 0.079
H 1.8817 0.4241 1.2183 0.095
H 0.3773 0.7986 3.3874 0.138
H -1.4127 3.0444 2.3281 0.095
H 0.2797 2.7752 1.8752 0.070
H -0.1242 3.2684 3.5177 0.102
H -2.5630 1.3927 3.9511 0.098
H -1.2474 1.5663 5.1203 0.102
H -1.6691 -0.0333 4.5024 0.077
H -1.4152 -2.3140 2.9208 0.141
H 1.2693 -3.0445 4.1810 0.099
H -0.3118 -3.5050 4.8235 0.103
H 0.1517 -1.8021 4.7708 0.080
H 0.7394 -4.3091 2.0562 0.089
H -0.6170 -3.7956 1.0385 0.071
H -0.9169 -4.7019 2.5284 0.101
H 3.3221 -2.4580 -2.2058 0.143
H 2.7147 -4.2122 0.2214 0.090
H 2.9765 -4.7989 -1.4257 0.100
H 1.5641 -3.7990 -1.0690 0.076
H 5.0058 -2.9148 0.2969 0.100
H 5.4794 -2.0168 -1.1586 0.078
H 5.2986 -3.7655 -1.2228 0.100
C -4.2369 3.7877 -0.5604 -0.045
C -4.2900 2.4358 -0.1846 -0.047
C -3.3788 1.5320 -0.6754 -0.040
C -2.3771 1.9599 -1.5665 -0.165
C -1.3733 1.1093 -2.1272 -0.215
C -0.3759 1.5556 -2.9852 -0.083
C -0.3837 2.9063 -3.3829 -0.058
C -1.3284 3.7561 -2.8750 0.010
C -2.3240 3.3234 -1.9579 -0.154
C -3.2731 4.2253 -1.4322 -0.004
H -4.9636 4.4821 -0.1617 0.118
H -5.0617 2.1046 0.4976 0.116
H -3.4266 0.4947 -0.3697 0.092
H 0.3835 0.8800 -3.3637 0.100
H 0.3628 3.2626 -4.0792 0.119
H -1.3302 4.7967 -3.1749 0.129
H -3.2280 5.2654 -1.7279 0.126
S -5.2880 -2.6509 -1.5069 1.134
C -5.2395 -1.6538 -2.8936 -0.333
C -3.9999 -1.1382 -3.0550 -0.200
N -3.1009 -1.5376 -2.0909 -0.167
C -3.6654 -2.3244 -1.1988 -0.452
H -6.1072 -1.5040 -3.5133 0.091
H -3.6747 -0.4953 -3.8576 0.126
H -3.1299 -2.7250 -0.3527 0.080
```

Its spin multiplicity is 1. Its net charge is +2. The LUMO energy (spin up / spin down) is -7.51 / -7.17 eV. The value obtained for the HOMO-LUMO gap (spin up / spin down) is 6.006 / 6.292 eV.

13 unconnected molecules or ions with the total composition C42H95F9O36S10 at a distorted geometry, computed with ωB97M-V/def2-TZVPD.

XYZ file:
```
192
Properties=species:S:1:pos:R:3:lowdin_charge:R:1
O 5.4242 -1.3385 -0.7674 -0.297
S 5.0924 -0.0147 -1.3306 0.686
O 4.2516 0.9301 -0.5781 -0.324
O 6.5068 0.7970 -1.7410 -0.277
C 7.5357 0.0639 -2.3685 -0.273
C 8.8150 0.7641 -1.8217 -0.056
C 4.3193 -0.0387 -2.9766 -0.108
H 7.5783 0.2631 -3.4393 0.113
H 7.5348 -1.0122 -2.1947 0.124
H 8.7704 0.7257 -0.7333 0.068
H 8.9683 1.8022 -2.1168 0.075
H 9.7395 0.3377 -2.2110 0.076
H 3.3043 -0.4260 -2.8879 0.040
H 4.9030 -0.6012 -3.7053 0.064
H 4.3383 1.0309 -3.1859 0.067
O 0.9485 -1.1077 0.9376 -0.297
S -0.1438 -0.5288 0.1763 0.682
O -1.4062 -1.2450 0.0552 -0.308
O -0.4631 1.0059 0.8100 -0.283
C 0.6730 1.8313 1.1524 -0.250
C 1.0325 1.6119 2.6147 -0.060
C 0.4527 -0.0630 -1.6112 -0.036
H 0.4448 2.8898 1.0277 0.108
H 1.5748 1.7060 0.5530 0.109
H 1.3660 0.6076 2.8759 0.070
H 0.1280 1.8633 3.1686 0.048
H 1.8221 2.2725 2.9726 0.079
H -0.2057 0.7300 -1.9658 0.037
H 0.3595 -1.0085 -2.1455 0.038
H 1.4372 0.3684 -1.4299 0.046
O 8.9528 1.2037 3.2170 -0.287
S 7.7416 0.5505 2.7923 0.653
O 7.8990 -0.6316 1.9256 -0.308
O 6.7680 0.1383 4.0634 -0.275
C 5.5357 -0.6225 3.7955 -0.242
C 4.3851 -0.0306 4.6451 -0.062
C 6.6598 1.8217 2.0307 -0.098
H 5.5647 -1.6459 4.1697 0.115
H 5.3848 -0.8334 2.7368 0.109
H 4.5535 -0.3147 5.6838 0.078
H 3.4466 -0.4384 4.2695 0.075
H 4.4026 1.0582 4.5979 0.061
H 7.0397 2.2615 1.1086 0.073
H 6.6028 2.6666 2.7171 0.062
H 5.6848 1.3448 1.9311 0.049
O -3.6769 -1.1466 5.5683 -0.315
S -3.7595 -1.3947 4.1248 0.702
O -4.1065 -2.7318 3.6802 -0.283
O -4.7853 -0.2979 3.3872 -0.252
C -4.5553 1.0419 3.6138 -0.335
C -5.8525 1.8506 3.4919 -0.036
C -2.0633 -0.8602 3.5343 -0.083
H -3.7993 1.2327 2.8520 0.094
H -4.0737 1.2287 4.5736 0.112
H -6.4822 1.5049 4.3116 0.082
H -6.3952 1.6226 2.5745 0.065
H -5.6895 2.9252 3.5738 0.080
H -2.0416 -0.3810 2.5556 0.039
H -1.3540 -1.6814 3.4320 0.061
H -1.6597 -0.1739 4.2788 0.047
O 3.7533 4.6181 1.5214 -0.325
S 4.0440 5.9642 2.0366 0.703
O 5.0719 6.7922 1.3561 -0.300
O 2.6268 6.8380 1.9708 -0.259
C 1.4401 6.1723 2.2710 -0.345
C 0.3014 7.0114 1.8124 -0.061
C 4.2637 5.9456 3.8711 -0.093
H 1.4605 5.8866 3.3227 0.106
H 1.3327 5.2246 1.7433 0.096
H 0.1770 7.7760 2.5793 0.086
H -0.5941 6.3991 1.7065 0.081
H 0.4715 7.5040 0.8551 0.082
H 5.2529 5.6107 4.1834 0.071
H 3.5607 5.2789 4.3703 0.052
H 4.0353 6.9642 4.1848 0.072
O -1.9044 -7.1919 4.0834 -0.299
S -2.9807 -7.4218 3.1726 0.694
O -4.3638 -7.6590 3.6250 -0.290
O -2.9837 -6.1649 2.0409 -0.263
C -1.7166 -5.7531 1.5350 -0.309
C -1.7123 -4.2569 1.3178 -0.053
C -2.3594 -8.8138 2.0549 -0.104
H -1.5981 -6.3774 0.6493 0.103
H -0.8821 -5.9504 2.2079 0.115
H -0.8023 -4.0557 0.7525 0.072
H -1.6554 -3.7690 2.2908 0.076
H -2.5593 -4.0064 0.6791 0.078
H -1.3360 -8.6801 1.7042 0.059
H -3.0995 -8.9685 1.2697 0.060
H -2.3389 -9.7663 2.5844 0.059
O -4.3370 -6.8165 -4.4943 -0.289
S -2.9225 -6.4865 -4.3296 0.655
O -2.0154 -6.7112 -5.4289 -0.293
O -2.8574 -4.9155 -3.8972 -0.248
C -1.6457 -4.2141 -4.0496 -0.276
C -0.9647 -3.9971 -2.6824 -0.051
C -2.2112 -7.3335 -2.8323 -0.084
H -1.8176 -3.2003 -4.4113 0.110
H -0.9497 -4.6845 -4.7442 0.083
H -0.2199 -3.2177 -2.8428 0.050
H -0.5326 -4.8866 -2.2240 0.068
H -1.6041 -3.4578 -1.9835 0.062
H -1.1509 -7.1447 -3.0004 0.043
H -2.3697 -8.4045 -2.9587 0.070
H -2.5848 -6.9063 -1.9017 0.063
O -0.9103 4.7029 4.0037 -0.309
S -0.7706 3.7340 5.1475 0.731
O -1.1885 2.3489 5.0902 -0.320
O 0.8652 3.6962 5.6258 -0.303
C 1.1806 2.6025 6.4723 -0.269
C 2.5721 3.0212 7.0325 -0.040
C -1.5224 4.4052 6.7560 -0.074
H 1.1095 1.6743 5.9053 0.115
H 0.4658 2.5574 7.2940 0.101
H 2.6147 2.6608 8.0603 0.075
H 2.7132 4.1008 7.0843 0.076
H 3.4296 2.6058 6.5031 0.061
H -0.8965 5.2774 6.9445 0.063
H -1.3998 3.7189 7.5939 0.059
H -2.5931 4.5625 6.6259 0.069
O 5.0843 -4.9702 -1.5229 -0.277
S 4.2764 -4.3203 -2.5313 0.717
O 4.6720 -3.1597 -3.3614 -0.327
O 3.5568 -5.5456 -3.4595 -0.273
C 2.9338 -5.1550 -4.6784 -0.255
C 1.6004 -5.9693 -4.8341 -0.040
C 2.7390 -3.7441 -1.6182 -0.082
H 3.6132 -5.3561 -5.5066 0.120
H 2.8493 -4.0693 -4.6300 0.075
H 1.8456 -7.0172 -5.0064 0.078
H 1.0089 -5.7323 -5.7184 0.069
H 0.9206 -5.8984 -3.9849 0.051
H 2.2667 -4.6138 -1.1612 0.068
H 2.1191 -3.1313 -2.2726 0.032
H 3.0987 -3.0353 -0.8725 0.053
O 1.5808 -1.5272 -4.4604 -0.319
S 0.8311 -1.6342 -5.6971 0.695
O 0.6654 -2.9913 -6.2155 -0.277
O -0.6726 -0.8451 -5.5919 -0.249
C -0.6913 0.4523 -5.0829 -0.314
C -2.0501 0.8013 -4.4469 -0.042
C 1.6385 -0.5170 -6.9513 -0.082
H -0.5212 1.1714 -5.8842 0.113
H 0.1140 0.6629 -4.3792 0.098
H -2.0072 1.7933 -3.9973 0.044
H -2.3559 0.1098 -3.6619 0.057
H -2.8278 0.8033 -5.2107 0.092
H 2.4292 -1.1367 -7.3742 0.068
H 2.0241 0.3730 -6.4541 0.068
H 0.9349 -0.2744 -7.7477 0.073
C -4.3515 -1.7648 -2.4014 -0.054
C -4.6865 -1.9145 -0.9853 -0.267
O -5.8226 -1.1882 -0.5423 -0.009
C -7.0497 -1.9053 -0.4173 -0.272
O -7.2331 -3.0566 -0.6895 0.177
C -8.1603 -0.9531 0.2339 -0.522
F -9.3638 -1.2114 -0.3684 0.132
F -8.2750 -1.2019 1.5042 0.213
F -7.8218 0.3276 -0.0237 0.139
H -3.5821 -2.4698 -2.7163 0.070
H -4.1710 -0.7047 -2.5790 0.063
H -5.2388 -1.9700 -3.0003 0.097
H -3.8743 -1.5429 -0.3606 0.103
H -4.6714 -2.9994 -0.8807 0.126
C 2.6321 4.5487 -2.0476 -0.024
C 1.2423 5.0689 -1.5693 -0.162
O 0.2931 5.3201 -2.6496 0.007
C -0.4628 4.2686 -3.1172 -0.278
O -0.3854 3.1317 -2.6442 0.106
C -1.6009 4.6068 -4.1263 -0.553
F -2.7820 4.3444 -3.6202 0.192
F -1.5559 5.8499 -4.5829 0.188
F -1.4795 3.7526 -5.1757 0.133
H 2.3146 3.5475 -2.3390 0.063
H 3.3994 4.6763 -1.2840 0.072
H 3.0853 4.9684 -2.9457 0.078
H 1.2663 6.0716 -1.1425 0.118
H 0.7522 4.3342 -0.9304 0.103
C -7.7784 3.6331 -1.2946 -0.055
C -6.9159 4.1082 -0.1117 -0.215
O -5.8982 3.1787 0.1882 -0.017
C -4.7613 3.0806 -0.6391 -0.272
O -4.5953 3.7678 -1.6346 0.142
C -3.7642 1.9864 -0.2409 -0.496
F -2.6752 2.5136 0.4029 0.139
F -4.3736 1.0893 0.5048 0.194
F -3.2544 1.4466 -1.3806 0.144
H -8.3182 4.4151 -1.8287 0.081
H -8.4415 2.8517 -0.9234 0.067
H -7.1596 3.2018 -2.0815 0.074
H -7.5694 4.3322 0.7314 0.127
H -6.4098 5.0091 -0.4587 0.116
```

Its spin multiplicity is 1. The energy above the lowest of the compared OMol25 structures with the same formula, charge and spin comes out at 0.0 kcal/mol. Its net charge is 0. The LUMO energy is -0.25 eV. The value obtained for the HOMO-LUMO gap is 10.658 eV.

| no. | DFT total energy (eV) |
| --- | --- |
| 1 | -74373.234 |
| 2 | -73798.412 |
| 3 | -251604.923 |